[1]
DFT (ωB97M-V with the def2-TZVPD basis set) results for a single C18H22N2O5S molecule.

The calculation puts the frontier orbital gap at 9.4 eV. The calculation puts the lowest unoccupied orbital energy at 0.576 eV. As for the total energy: -1582.9940 hartree. Its SMILES is COCCCNC(=O)COc1ccc(S(=O)(=O)Nc2ccccc2)cc1. The relative energy (zero: lowest compared OMol25 entry of this formula, charge and spin) is 29.2 kcal/mol.

```
48
Properties=species:S:1:pos:R:3:forces:R:3
C -1.2688 -0.2514 1.1407 0.34 0.28 -0.09
C -2.4948 -2.0190 2.1744 0.07 -0.39 0.25
H 2.6757 3.8310 4.6358 0.00 0.02 0.09
H 0.0436 -1.8357 1.7943 0.01 -0.10 0.06
H -2.3064 1.4478 0.3721 -0.11 0.06 -0.04
H 3.4567 1.2237 1.3347 0.11 -0.10 0.08
C 3.1031 2.4158 3.0847 -0.06 0.04 0.03
H -0.7308 -0.6989 -4.3599 0.01 0.00 -0.01
C 3.0932 2.1588 1.7266 0.04 0.09 0.03
C -2.2752 -3.2604 -2.5143 0.23 0.38 0.15
C 2.6329 3.1289 0.8410 0.15 -0.02 0.83
N 2.6216 2.8665 -0.5256 -0.09 -0.61 -0.74
C -1.5417 -3.4755 -1.1909 0.05 -0.27 -0.16
H 0.1463 -1.8589 -3.3316 0.02 -0.03 -0.01
H 1.8802 5.5607 3.0644 -0.03 0.07 0.02
C -2.5339 -1.7697 -2.8067 -0.16 -0.23 -0.09
O 1.9175 1.5389 -2.4802 -0.13 0.25 0.05
H -1.8866 -2.1348 3.0793 -0.03 -0.01 -0.17
C -0.0480 -0.9177 1.2360 -0.26 -0.02 0.14
C 2.1946 4.3551 1.3332 0.03 -0.10 -0.21
H 1.8448 5.1118 0.6453 -0.06 0.09 -0.07
H 0.2845 -0.1114 -3.0186 -0.01 -0.09 -0.09
S 2.3338 1.3269 -1.1232 -0.27 0.36 -0.10
C -1.3540 0.9452 0.4215 -0.01 -0.14 0.13
N -2.1554 -2.7296 -0.1157 -0.24 0.17 -0.44
C 2.6642 3.6350 3.5746 0.02 0.01 0.11
H -3.5423 -2.1761 2.4468 0.17 -0.03 -0.02
C 1.0568 -0.4140 0.5735 0.09 -0.01 -0.05
C -0.2488 1.4356 -0.2373 -0.17 -0.01 0.04
H 2.0060 -0.9246 0.6046 0.09 -0.11 0.06
O -1.4787 -0.9077 -2.4416 -0.11 -0.01 0.14
H -3.2388 -3.7707 -2.5003 -0.03 -0.05 -0.05
O 3.4652 0.4863 -0.8838 -0.10 0.01 0.36
H -2.7745 -1.6483 -3.8726 -0.04 0.05 0.11
H -2.3464 -1.7628 -0.3320 0.03 -0.06 0.22
C 0.9463 0.7435 -0.1671 0.64 0.07 -0.35
H -1.5490 -4.5304 -0.9085 0.07 0.13 -0.07
H -0.3115 2.3326 -0.8321 -0.10 0.15 -0.06
C 2.2178 4.6045 2.6930 0.01 0.00 0.01
C -0.3898 -0.9043 -3.3390 0.10 0.02 0.00
H -1.6718 -3.7003 -3.3092 -0.02 -0.06 -0.03
C -2.0750 -3.1078 1.1707 -0.28 0.45 0.09
O -1.7323 -4.2075 1.5486 0.13 -0.21 0.22
H 2.2404 3.5897 -1.1146 -0.07 -0.05 -0.19
H 3.4622 1.6584 3.7652 0.03 -0.07 0.05
H -0.4979 -3.1525 -1.2967 -0.06 -0.09 0.02
O -2.4387 -0.7014 1.6686 -0.03 0.22 -0.18
H -3.3964 -1.4249 -2.2279 0.01 -0.05 -0.09
```
Positions in Å, forces in eV/Å.

---

[2]
DFT (ωB97M-V with the def2-TZVPD basis set) results for 4 unconnected molecules or ions with the total composition C21H38BN2O9 in a non-equilibrium geometry.

The calculation puts the frontier orbital gap at 7.6 eV. The calculation puts the lowest unoccupied orbital energy at -4.143 eV. As for the total energy: -1634.3762 hartree. Its charge is +1.

```
71
Properties=species:S:1:pos:R:3:forces:R:3
H 6.8070 -2.5133 0.1269 0.00 0.09 0.05
O -4.2530 -3.0810 -5.4249 0.02 0.66 0.63
O -1.6052 -0.9050 1.3944 0.10 -0.10 -0.53
C 2.1913 -1.8994 3.2020 -0.35 -0.09 0.37
H -1.6834 2.0827 -4.2400 0.05 -0.06 0.09
C -4.7782 -2.0599 -4.7102 -1.14 -0.16 0.36
H -0.1804 1.2242 1.2837 -0.19 0.03 0.21
C -2.6555 2.0437 -6.5958 0.37 0.20 0.40
O -5.8982 -2.0799 -4.2615 1.23 0.02 -0.50
N -3.3705 -1.5369 -2.2883 -0.28 0.46 0.07
H -3.0604 0.3931 3.2982 0.01 -0.06 0.06
H -1.7900 0.0620 -0.1643 -0.11 0.59 1.09
O 0.2730 -1.9911 1.6954 -0.29 -0.25 -0.38
H 1.6550 0.1212 -3.0294 -0.08 -0.03 -0.05
C -3.7264 -0.0042 -5.5998 -0.03 -0.02 -0.23
C 1.7114 -2.0499 1.7806 0.49 0.00 0.24
H 7.3394 -0.6071 0.6408 0.10 -0.08 0.15
H 0.7809 1.0823 -4.1885 -0.06 -0.19 -0.04
H 1.9213 -0.9281 3.6162 0.14 0.05 -0.05
C -2.8728 1.5758 5.0837 -0.27 -0.12 -0.10
O -2.1302 0.8168 -0.6985 -0.23 -1.03 -0.89
H -2.3615 0.7933 5.6429 0.16 0.10 -0.03
H 0.1448 0.7067 2.9471 -0.03 0.03 -0.01
H 1.7341 -2.6571 3.8415 -0.03 -0.06 -0.11
H 7.4090 -3.7170 2.8910 -0.02 -0.07 -0.06
O 5.5110 -2.2238 1.7373 -0.42 -0.16 -0.12
C -2.4085 0.4749 -3.2365 0.42 0.77 1.26
H 0.1017 -0.4577 -3.6278 0.01 0.05 0.08
H -4.2733 -1.9951 -2.3429 0.11 -0.20 0.20
H -3.2492 -1.1125 -1.3747 0.06 -0.20 0.02
C -2.0132 3.6938 4.1964 -0.29 0.17 -0.24
H -4.2174 1.7069 3.3873 -0.06 0.02 0.09
H -3.3778 5.3037 4.3861 0.11 0.03 -0.19
H 8.4592 -3.8516 1.4693 -0.02 -0.01 -0.01
H 6.4147 0.8390 0.9654 -0.05 0.06 0.22
H 1.3442 0.4519 1.6591 0.04 -0.09 0.23
H -4.2169 -0.1681 -6.5490 -0.07 -0.11 0.06
O -1.8380 2.4041 4.5422 0.39 -0.15 0.21
C -0.4073 -0.8601 1.6166 0.29 0.24 0.56
O 4.5288 -0.3264 2.2395 -0.04 -0.02 -0.19
H -1.5897 2.2709 -6.6999 -0.06 -0.04 0.13
H 0.4825 0.9981 -1.2094 0.11 0.44 -0.04
H -3.1651 2.9849 -6.3723 -0.08 -0.05 -0.32
H -3.4784 2.1247 5.8061 0.01 0.08 -0.07
H -3.2933 -2.9526 -5.4155 0.04 -0.28 -0.39
B -1.5509 0.8394 -1.9230 0.81 0.42 -0.20
H -4.4475 0.2723 4.3945 0.02 0.00 0.03
H 2.1692 -1.3212 1.1111 -0.08 0.09 0.06
O -1.0578 4.3525 3.8935 0.14 -0.13 -0.01
C 6.7315 -0.1096 1.3926 -0.05 -0.01 -0.52
H 8.2056 -2.2891 2.2575 0.04 0.00 -0.08
C -3.8750 -0.8483 -4.5374 -0.37 -1.12 -0.07
H 3.2690 -2.0029 3.2485 0.01 0.01 -0.04
C 6.5294 -2.9829 1.0716 0.33 -0.13 0.02
H -3.7677 4.1639 3.0844 0.00 -0.01 0.00
H 7.3340 0.0824 2.2793 0.00 -0.01 0.00
C 5.4995 -0.8813 1.7961 0.41 0.27 0.16
C -2.9035 1.0844 -5.4678 0.17 0.70 -1.36
N -2.2949 1.2763 -4.3091 0.22 0.04 -0.02
H -0.0229 2.3014 -2.3387 0.37 -0.05 0.23
C -3.2145 -0.6319 -3.3176 -0.77 -0.51 -0.20
H -2.9689 1.6275 -7.5496 -0.26 0.10 0.11
H -4.1237 3.7748 4.7821 -0.04 -0.12 -0.14
C -3.7013 0.9521 3.9819 -0.03 0.02 -0.20
C 7.7230 -3.2237 1.9710 0.01 0.15 0.13
C -0.0199 1.2172 -2.1547 -0.89 -0.92 -0.17
C 0.6505 0.4346 -3.3161 0.27 0.56 0.06
H 1.9863 -3.0333 1.4028 -0.25 -0.03 -0.04
C -3.4139 4.2524 4.1108 -0.11 0.08 0.51
H 6.0663 -3.9356 0.8191 -0.16 0.08 0.07
C 0.2828 0.4518 1.8964 0.18 0.07 -0.56
```
Positions in Å, forces in eV/Å.

---

[3]
DFT (ωB97M-V with the def2-TZVPD basis set) results for a molecular structure, C31H24ClMnN3O3 in a non-equilibrium geometry.

The calculation puts the frontier orbital gap (spin up / spin down) at 6.7 / 6.1 eV. The calculation puts the lowest unoccupied orbital energy (spin up / spin down) at -7.127 / -7.860 eV. As for the total energy: -3196.3928 hartree. As for the multiplicity: 4. The relative energy (zero: lowest compared OMol25 entry of this formula, charge and spin) is 36.6 kcal/mol. Its charge is +2.

```
63
Properties=species:S:1:pos:R:3:forces:R:3
O -2.3349 2.2149 1.5562 0.18 0.75 -0.01
H 4.2131 -4.8008 1.6553 -0.03 0.10 -0.07
H 3.9626 -0.6089 -2.0261 -0.17 0.01 -0.24
C -2.4925 3.3392 0.8006 0.05 -1.16 0.55
H -1.9838 4.6516 2.3969 -0.01 0.03 -0.05
H 3.4437 3.9298 -1.9161 -0.09 -0.14 0.06
C -3.6124 -3.8536 0.1565 -0.14 -0.27 -0.23
O 1.0178 -1.3875 -0.1782 -0.05 -0.27 -0.10
C 3.9696 -2.7969 -1.0229 0.00 0.28 -0.12
C 2.9382 3.0928 -1.4437 0.03 0.18 -0.06
C -3.2020 -1.5483 -0.3615 0.17 0.21 0.54
C 4.1537 -3.9347 -0.3179 0.03 -0.33 0.34
H 4.6187 -2.2422 3.7425 -0.08 -0.04 -0.10
Mn -1.9842 0.5509 1.1590 0.29 -0.73 -1.54
C 0.7936 -0.2718 0.2151 -0.05 0.14 -0.26
C 3.4297 -0.2350 1.8642 0.11 -0.08 -0.06
C 3.6550 -1.5817 -0.3347 0.16 0.04 0.21
C -3.9553 -1.9148 -2.9987 0.00 0.21 -0.17
C -3.6145 -2.8063 -0.7927 -0.08 -0.38 -0.09
C -2.9013 3.2213 -0.5251 -0.13 -0.30 -0.57
C 1.6390 0.9019 -0.2459 -0.43 -0.20 0.02
C 1.1517 2.1951 -0.1250 0.09 0.10 -0.04
C -3.1181 4.3758 -1.2880 -0.19 -0.43 -0.51
H 3.7481 0.6359 1.2958 0.02 -0.07 0.06
N -2.7695 -1.3386 0.9258 0.16 0.57 -0.03
H -4.2302 -2.0443 -4.0375 0.01 0.03 0.05
H -4.3389 -3.9469 -2.4838 0.08 0.12 0.05
C -3.2013 -3.6233 1.4344 0.03 -0.13 0.18
H 4.0010 -2.7977 -2.1098 0.03 0.06 0.16
H 4.0206 -0.2651 2.7774 0.01 -0.05 -0.02
H 3.7128 -3.7510 3.6817 0.00 0.06 -0.05
C -3.2212 -0.4512 -1.2444 0.24 0.60 0.43
C 4.0522 -3.8885 1.0879 0.01 -0.10 0.08
C 3.5933 -1.5243 1.1016 -0.06 0.23 -0.10
H 4.3800 1.6540 -2.1173 -0.13 0.04 0.11
C -2.9087 5.6046 -0.7373 0.08 0.56 0.14
C -2.7655 -2.3413 1.7803 0.07 0.12 -0.05
N -2.8561 0.8026 -0.6359 0.51 -0.89 1.02
C 3.4589 1.8171 -1.5609 0.27 0.09 -0.10
H -3.1880 -4.4079 2.1786 -0.02 0.04 -0.04
C 1.7852 3.2874 -0.7017 -0.02 0.10 0.02
H 4.3681 -4.8692 -0.8251 -0.02 0.09 0.12
C 2.8425 0.7381 -0.9450 0.40 -0.61 -0.14
H 1.3726 4.2848 -0.5798 0.05 -0.16 -0.01
H -2.3957 -2.1386 2.7751 0.03 0.05 0.07
C -3.1600 1.9449 -1.1360 -0.01 0.33 -0.19
C 3.7358 -2.7263 3.3110 0.03 -0.09 -0.21
N 3.5145 -0.5121 -1.1270 -0.35 0.58 0.09
C 3.7793 -2.7035 1.7946 0.05 -0.27 0.32
C -4.0038 -2.9715 -2.1426 -0.09 -0.27 0.02
H 2.3884 -0.0759 2.1652 0.09 -0.03 0.00
H -3.4464 4.2954 -2.3217 0.03 -0.01 0.17
H -3.9422 -4.8438 -0.1452 0.04 0.11 0.01
H 0.2528 2.3563 0.4369 -0.32 0.00 0.17
H -2.3303 6.6976 1.0165 -0.04 -0.15 -0.05
O -0.2048 -0.0187 1.0498 -0.88 0.82 0.25
C -2.2871 4.5809 1.3601 0.04 0.46 0.25
Cl -3.1646 7.0257 -1.6793 0.03 -0.05 0.08
C -3.5592 -0.6349 -2.5462 -0.10 0.08 -0.60
H -3.6652 1.9627 -2.0989 -0.05 0.03 0.00
C -2.4918 5.7114 0.5902 0.11 0.22 0.21
H 2.8573 -2.2046 3.6992 0.07 -0.05 -0.09
H -3.5206 0.1891 -3.2568 -0.05 -0.19 0.13
```
Positions in Å, forces in eV/Å.

---

[4]
DFT (ωB97M-V with the def2-TZVPD basis set) results for a single C3H4N4 molecule in a non-equilibrium geometry.

The calculation puts the frontier orbital gap at 9.5 eV. The calculation puts the lowest unoccupied orbital energy at 0.255 eV. As for the total energy: -335.7036 hartree. Its SMILES is Nc1cncnn1. The relative energy (zero: lowest compared OMol25 entry of this formula, charge and spin) is 43.8 kcal/mol.

```
11
Properties=species:S:1:pos:R:3:forces:R:3
C -1.9468 -0.0281 0.2843 -0.44 0.01 -0.16
N -1.2077 0.8342 0.9990 0.41 -0.48 -0.42
H 2.5078 0.4945 -0.3203 0.16 -0.06 -0.03
N -1.4951 -1.0230 -0.4530 -0.21 -0.11 0.42
N -0.1942 -1.1274 -0.6675 -0.23 0.16 -0.66
H 2.1041 -0.8649 -1.3216 0.11 0.13 0.12
N 1.8139 -0.0546 -0.7932 0.27 -0.04 0.08
H -3.0136 0.0329 0.3967 -0.28 -0.01 -0.05
C 0.0635 0.7538 0.7042 0.94 -0.18 1.31
C 0.5721 -0.1337 -0.2600 -0.50 -0.25 -0.25
H 0.7959 1.1164 1.4314 -0.24 0.83 -0.36
```
Positions in Å, forces in eV/Å.

---

Look up the total energy of the third one. -3196.3928 hartree

---

The highest total energy belongs to which entry? C3H4N4